This record from the OMol25 dataset describes C38H42F3N3O5S as an isolated structure at a distorted geometry. The level of theory is the ωB97M-V functional and the def2-TZVPD basis.

Element x y z (Å)
C (-2.080, -0.058, -3.209)
C (-2.270, -1.514, -3.685)
C (-2.105, -2.581, -2.607)
C (-2.959, -2.379, -1.344)
N (-2.164, -2.335, -0.098)
C (-1.521, -1.067, 0.151)
C (-2.309, 0.116, 0.488)
C (-3.805, -0.001, 0.682)
C (-4.621, 0.892, -0.210)
O (-4.904, 0.598, -1.331)
O (-5.108, 2.048, 0.355)
C (-4.515, 3.269, 0.045)
C (-4.471, 3.617, -1.401)
O (-4.150, 3.960, 0.935)
C (-1.691, 1.313, 0.658)
C (-0.292, 1.409, 0.527)
N (0.451, 2.503, 0.664)
S (1.968, 2.074, 0.441)
N (1.790, 0.501, 0.156)
C (0.493, 0.247, 0.238)
C (-0.154, -1.021, 0.061)
C (0.710, -2.229, -0.206)
C (0.582, -3.340, 0.851)
C (0.639, -2.944, 2.331)
C (2.010, -2.637, 2.868)
O (2.538, -3.360, 3.676)
O (2.605, -1.524, 2.423)
C (4.035, -1.524, 2.581)
C (4.664, -0.565, 1.597)
H (-1.504, 0.481, -3.960)
H (-1.519, 0.014, -2.282)
H (-3.039, 0.446, -3.148)
H (-1.505, -1.704, -4.437)
H (-3.230, -1.594, -4.192)
H (-1.056, -2.702, -2.363)
H (-2.419, -3.523, -3.053)
H (-3.593, -1.505, -1.489)
H (-3.614, -3.242, -1.241)
H (-2.750, -2.533, 0.704)
H (-4.122, -1.014, 0.489)
H (-4.031, 0.260, 1.715)
H (-5.387, 3.266, -1.869)
H (-4.351, 4.682, -1.535)
H (-3.668, 3.050, -1.870)
H (-2.251, 2.206, 0.904)
H (1.744, -1.910, -0.298)
H (0.441, -2.685, -1.154)
H (-0.392, -3.789, 0.697)
H (1.337, -4.111, 0.701)
H (0.332, -3.805, 2.914)
H (-0.049, -2.133, 2.575)
H (4.440, -2.515, 2.404)
H (4.295, -1.214, 3.590)
H (4.198, 0.413, 1.627)
H (5.720, -0.512, 1.848)
H (4.568, -0.945, 0.582)
F (0.391, 9.343, 2.083)
C (-0.490, 8.324, 1.984)
C (-1.833, 8.580, 2.174)
C (-2.732, 7.529, 2.067)
C (-2.287, 6.242, 1.782)
C (-0.930, 6.014, 1.600)
C (-0.020, 7.059, 1.696)
H (-2.160, 9.586, 2.401)
H (-3.789, 7.715, 2.207)
H (-3.000, 5.428, 1.701)
H (-0.569, 5.018, 1.382)
H (1.040, 6.900, 1.550)
F (7.335, -0.215, 3.166)
C (7.525, 0.744, 4.099)
C (8.413, 0.507, 5.127)
C (8.605, 1.497, 6.080)
C (7.907, 2.693, 5.997)
C (7.015, 2.905, 4.954)
C (6.821, 1.926, 3.990)
H (8.941, -0.436, 5.176)
H (9.302, 1.331, 6.890)
H (8.057, 3.460, 6.744)
H (6.467, 3.835, 4.889)
H (6.137, 2.071, 3.165)
F (-2.899, -5.369, -4.052)
C (-2.620, -5.809, -5.298)
C (-2.052, -7.056, -5.454)
C (-1.770, -7.502, -6.737)
C (-2.050, -6.699, -7.834)
C (-2.618, -5.446, -7.649)
C (-2.912, -4.993, -6.372)
H (-1.836, -7.662, -4.584)
H (-1.330, -8.480, -6.879)
H (-1.825, -7.050, -8.832)
H (-2.834, -4.817, -8.502)
H (-3.361, -4.023, -6.204)

Summary:
HOMO level: -8.938 eV
energy: -2711.47166 Ha
gap between HOMO and LUMO: 8.28 eV
2S+1: 1

Atomic partial charges in e from the Löwdin method, atoms 1 to 8: atom 1 (C): -0.09, atom 2 (C): -0.24, atom 3 (C): -0.17, atom 4 (C): -0.17, atom 5 (N): 0.01, atom 6 (C): -0.16, atom 7 (C): -0.12, atom 8 (C): -0.02

This record from the OMol25 dataset describes C19H13GaN4O2 as an isolated structure. The level of theory is the ωB97M-V functional and the def2-TZVPD basis.

Element x y z (Å)
Ga (-0.329, 0.018, -0.089)
O (2.504, 1.526, -2.325)
C (1.557, 1.247, -1.660)
N (1.206, 0.011, -1.124)
C (1.557, -1.233, -1.639)
O (2.504, -1.524, -2.299)
C (0.458, -2.253, -1.333)
C (0.561, -3.542, -1.798)
C (-0.486, -4.425, -1.562)
C (-1.603, -3.992, -0.858)
C (-1.645, -2.694, -0.401)
N (-0.633, -1.841, -0.638)
C (0.459, 2.273, -1.370)
C (0.563, 3.555, -1.854)
C (-0.481, 4.443, -1.625)
C (-1.594, 4.023, -0.908)
C (-1.637, 2.731, -0.433)
N (-0.630, 1.872, -0.665)
H (1.451, -3.825, -2.343)
H (-0.434, -5.441, -1.929)
H (-2.436, -4.652, -0.663)
H (-2.487, -2.320, 0.164)
H (1.451, 3.828, -2.407)
H (-0.428, 5.454, -2.006)
H (-2.424, 4.689, -0.716)
H (-2.476, 2.367, 0.143)
N (-0.388, 0.051, 1.822)
C (-0.303, 0.029, 2.971)
C (-0.188, 0.003, 4.375)
C (-1.111, -0.748, 5.120)
C (-0.990, -0.771, 6.492)
C (0.033, -0.058, 7.110)
C (0.946, 0.685, 6.367)
C (0.844, 0.724, 4.993)
H (-1.901, -1.295, 4.622)
H (-1.692, -1.342, 7.084)
H (0.121, -0.082, 8.189)
H (1.736, 1.233, 6.862)
H (1.545, 1.295, 4.399)

Summary:
charge: +2
HOMO level: -15.815 eV
energy: -3025.65799 Ha
gap between HOMO and LUMO: 8.82 eV
2S+1: 1

Atomic partial charges in e from the Löwdin method, atoms 1 to 8: atom 1 (Ga): 0.65, atom 2 (O): 0.20, atom 3 (C): -0.38, atom 4 (N): 0.08, atom 5 (C): -0.38, atom 6 (O): 0.20, atom 7 (C): -0.13, atom 8 (C): 0.06

This record from the OMol25 dataset describes a 2-piece molecular cluster, C6H14N2O2 overall at a distorted geometry. The level of theory is the ωB97M-V functional and the def2-TZVPD basis.

Element x y z (Å)
C (-1.761, 2.798, -0.695)
N (-2.077, 1.502, -0.149)
C (-1.577, 0.341, -0.667)
C (-2.211, -0.880, -0.033)
O (-0.683, 0.298, -1.489)
H (-2.379, 3.104, -1.553)
H (-1.840, 3.546, 0.051)
H (-0.806, 2.743, -1.208)
H (-2.946, 1.423, 0.352)
H (-2.591, -0.712, 0.972)
H (-3.007, -1.289, -0.659)
H (-1.471, -1.675, 0.088)
C (2.454, -2.409, -0.682)
N (1.679, -1.355, -0.026)
C (2.241, -0.477, 0.864)
C (1.294, 0.484, 1.519)
O (3.403, -0.583, 1.194)
H (2.106, -3.361, -0.276)
H (2.341, -2.297, -1.750)
H (3.499, -2.342, -0.397)
H (0.895, -1.034, -0.581)
H (1.283, 0.185, 2.569)
H (1.778, 1.454, 1.607)
H (0.375, 0.537, 0.951)

Summary:
energy above the lowest of the compared OMol25 structures with the same formula, charge and spin: 16.25 kcal/mol
HOMO level: -9.192 eV
energy: -497.03163 Ha
SMILES: CNC(C)=O.CNC(C)=O
gap between HOMO and LUMO: 9.83 eV
2S+1: 1

Atomic partial charges in e from the Löwdin method, atoms 1 to 8: atom 1 (C): -0.07, atom 2 (N): 0.00, atom 3 (C): -0.57, atom 4 (C): 0.00, atom 5 (O): 0.04, atom 6 (H): 0.09, atom 7 (H): 0.07, atom 8 (H): 0.08

This record from the OMol25 dataset describes one molecule with the formula C16H18N2O3S. The level of theory is the ωB97M-V functional and the def2-TZVPD basis.

Element x y z (Å)
C (-6.900, -0.744, -0.486)
C (-5.520, -1.188, -0.023)
O (-4.493, -0.368, -0.584)
C (-4.219, 0.778, 0.037)
O (-4.779, 1.170, 1.026)
C (-3.068, 1.500, -0.644)
C (-1.827, 1.191, 0.136)
C (-1.351, 1.891, 1.200)
S (0.082, 1.164, 1.835)
C (-0.088, -0.049, 0.599)
N (0.824, -1.065, 0.478)
C (1.936, -1.137, 1.270)
O (2.107, -0.360, 2.182)
C (2.908, -2.226, 0.877)
C (3.511, -1.913, -0.506)
C (3.962, -0.478, -0.549)
C (5.144, -0.097, 0.071)
C (5.529, 1.231, 0.097)
C (4.732, 2.197, -0.494)
C (3.556, 1.826, -1.120)
C (3.174, 0.496, -1.148)
N (-1.098, 0.087, -0.192)
H (-7.652, -1.423, -0.096)
H (-6.950, -0.744, -1.572)
H (-7.108, 0.259, -0.122)
H (-5.295, -2.199, -0.367)
H (-5.454, -1.140, 1.069)
H (-3.263, 2.571, -0.628)
H (-2.961, 1.129, -1.661)
H (-1.761, 2.777, 1.638)
H (0.669, -1.715, -0.279)
H (2.404, -3.194, 0.864)
H (3.697, -2.246, 1.629)
H (2.771, -2.092, -1.288)
H (4.355, -2.583, -0.680)
H (5.767, -0.847, 0.538)
H (6.450, 1.514, 0.585)
H (5.028, 3.235, -0.467)
H (2.929, 2.573, -1.584)
H (2.253, 0.217, -1.642)

Summary:
energy above the lowest of the compared OMol25 structures with the same formula, charge and spin: 9.06 kcal/mol
HOMO level: -8.402 eV
energy: -1353.96507 Ha
SMILES: CCOC(=O)Cc1csc(NC(=O)CCc2ccccc2)n1
gap between HOMO and LUMO: 9.05 eV
2S+1: 1

Atomic partial charges in e from the Löwdin method, atoms 1 to 8: atom 1 (C): -0.06, atom 2 (C): -0.21, atom 3 (O): 0.00, atom 4 (C): -0.50, atom 5 (O): 0.11, atom 6 (C): -0.03, atom 7 (C): -0.40, atom 8 (C): -0.33

This record from the OMol25 dataset describes C3H8BrN2O as an isolated structure at a distorted geometry. The level of theory is the ωB97M-V functional and the def2-TZVPD basis.

Element x y z (Å)
C (-1.006, 0.298, 0.063)
C (1.908, 0.073, -0.389)
C (0.777, -0.614, 0.355)
N (-1.968, -0.524, 0.013)
N (-0.987, 1.579, 0.226)
O (0.522, -1.937, 0.133)
Br (-3.777, 0.049, -0.035)
H (1.842, 0.104, -1.413)
H (2.054, 0.986, 0.108)
H (2.767, -0.455, -0.352)
H (0.950, -0.241, 1.418)
H (-1.666, -1.458, -0.243)
H (-0.214, 2.152, 0.483)
H (-1.863, 2.043, 0.438)
H (0.661, -2.055, -0.804)

Summary:
energy above the lowest of the compared OMol25 structures with the same formula, charge and spin: 30.08 kcal/mol
charge: +1
HOMO level: -14.738 eV
energy: -2877.53940 Ha
gap between HOMO and LUMO: 10.10 eV
2S+1: 1

Atomic partial charges in e from the Löwdin method, atoms 1 to 8: atom 1 (C): -0.32, atom 2 (C): -0.02, atom 3 (C): -0.20, atom 4 (N): -0.33, atom 5 (N): 0.19, atom 6 (O): 0.04, atom 7 (Br): 0.83, atom 8 (H): 0.07

This record from the OMol25 dataset describes a 4-piece molecular cluster, CH10O3S2 overall. The level of theory is the ωB97M-V functional and the def2-TZVPD basis.

Element x y z (Å)
C (1.803, 1.313, -1.027)
S (3.533, 0.685, -1.018)
S (4.644, 2.456, -1.425)
H (1.366, 0.929, -0.110)
H (1.294, 0.985, -1.930)
H (1.641, 2.392, -0.996)
H (3.556, 3.174, -1.732)
O (-0.919, -1.668, 0.200)
H (-0.338, -2.434, 0.193)
H (-1.710, -1.927, -0.286)
O (-3.356, -3.080, 2.294)
H (-3.726, -2.323, 2.762)
H (-2.419, -2.855, 2.256)
O (-1.856, 1.182, 0.382)
H (-1.543, 0.435, 0.902)
H (-1.970, 0.735, -0.466)

Summary:
energy above the lowest of the compared OMol25 structures with the same formula, charge and spin: 20.29 kcal/mol
HOMO level: -8.162 eV
energy: -1066.15749 Ha
SMILES: CSS.O.O.O
gap between HOMO and LUMO: 8.25 eV
2S+1: 1

Atomic partial charges in e from the Löwdin method, atoms 1 to 8: atom 1 (C): -0.48, atom 2 (S): 0.35, atom 3 (S): 0.28, atom 4 (H): 0.01, atom 5 (H): 0.03, atom 6 (H): 0.03, atom 7 (H): -0.22, atom 8 (O): -0.05